85
Properties=species:S:1:pos:R:3 method="wB97M-V/def2-TZVPD" energy_ha=-7760.82789 orbital_gap_ev=7.84 total_charge=+1
C -2.3712 -3.4652 -2.9349
C -1.8084 -3.4599 -4.3898
C -0.2815 -3.7625 -4.5036
C 0.6153 -3.1018 -3.4056
C 1.7407 -2.1916 -4.0620
C 1.8901 -0.7786 -3.3988
C 1.6568 0.4400 -4.3449
C 0.4043 0.3648 -5.2711
C -0.9373 0.0236 -4.5779
C -1.5146 1.1913 -3.6802
C -0.8670 1.0725 -2.2655
C -1.7094 1.6827 -1.1069
C -0.8023 1.6562 0.1830
C -0.9514 0.3474 1.0165
C -1.1314 0.4631 2.5597
C -2.0562 -0.6554 3.1848
Br -3.4799 -0.2448 4.4491
C -1.9237 -1.9611 2.9462
C -2.8517 -3.0105 3.5834
Br -0.5506 -2.7044 1.8330
N -1.9714 1.6898 2.8728
C -3.2032 2.1191 2.1578
C -3.2560 3.6324 1.8408
O -2.7765 4.1802 0.9427
Cl -4.2353 4.6342 2.9965
C -1.6755 2.4429 3.8734
S -0.2799 1.9195 4.8032
C 0.1771 0.7688 3.4060
C 1.2139 1.6337 2.5973
C 2.4972 2.1530 3.3002
C 3.7652 1.2934 2.8817
C 4.6120 2.1602 1.8783
C 4.7201 1.0178 4.0959
P 1.0259 -0.6047 4.3229
O 0.1252 -1.4636 5.1028
O 1.9693 -1.4372 3.3085
O 2.0805 -0.0244 5.4441
H -3.4336 -3.7762 -2.9901
H -1.8582 -4.1703 -2.2576
H -2.3867 -2.4322 -2.5299
H -2.0795 -2.5191 -4.8980
H -2.3355 -4.2681 -4.9386
H -0.1452 -4.8606 -4.4302
H 0.0210 -3.4867 -5.5338
H 0.0507 -2.4197 -2.7348
H 1.0767 -3.8581 -2.7427
H 1.6455 -2.1419 -5.1610
H 2.6887 -2.7419 -3.8801
H 1.2971 -0.7347 -2.4627
H 2.9487 -0.7053 -3.0657
H 1.7173 1.3858 -3.7664
H 2.5387 0.4699 -5.0231
H 0.3649 1.3097 -5.8449
H 0.6148 -0.4424 -6.0040
H -1.6754 -0.1356 -5.3945
H -0.9120 -0.8876 -3.9590
H -1.1468 2.1352 -4.1368
H -2.6178 1.2068 -3.6739
H 0.1044 1.6009 -2.3169
H -0.7248 -0.0004 -2.0207
H -2.0811 2.6996 -1.3255
H -2.5789 1.0067 -0.9411
H 0.2353 1.6984 -0.2071
H -0.9029 2.5850 0.7780
H -0.0322 -0.2419 0.8574
H -1.8305 -0.2107 0.6379
H -2.6360 -2.9774 4.6731
H -2.5800 -4.0251 3.2523
H -3.9149 -2.7653 3.4439
H -4.1195 1.8596 2.7185
H -3.2890 1.5839 1.1918
H -2.1674 3.3348 4.2803
H 0.6564 2.5092 2.2030
H 1.5207 1.0537 1.7008
H 2.4687 2.2637 4.3952
H 2.7104 3.1627 2.8941
H 3.4963 0.3805 2.3245
H 3.9762 2.6532 1.1156
H 5.1345 2.9652 2.4372
H 5.4031 1.5487 1.4061
H 5.7444 0.9668 3.6833
H 4.6501 1.8490 4.8216
H 4.5148 0.0547 4.5910
H 2.3850 -2.1605 3.8163
H 1.5728 0.3123 6.2030